## 1
DFT (the ωB97M-V functional and the def2-TZVPD basis) results for a cluster of 2 separate species, C4H10N3 in total.

## Properties
Total charge: +1
Orbital gap (alpha / beta), eV: 5.5 / 7.4
HOMO level (alpha / beta), eV: -10.018 / -11.143
Molar mass, g mol⁻¹: 100.1

Geometry as XYZ:
```
17
C4H10N3 the ωB97M-V functional and the def2-TZVPD basis
C -2.30352 0.00149 -0.42088
C 2.17101 0.58101 -0.11637
C 3.04158 -0.55630 -0.15491
C -0.32062 -1.00231 0.10281
N 2.00092 1.74710 0.09926
N -3.33250 0.90018 -0.07847
N -1.43709 -0.43282 0.50948
H -2.07120 0.04012 -1.51934
H 3.82782 -0.37914 0.65458
H 3.60971 -0.68095 -1.02778
H 2.61289 -1.53628 -0.28153
H 0.00832 -1.15713 -0.87361
H 0.38659 -1.27479 0.88874
H 1.25175 2.31354 0.40510
H -4.21316 0.84299 -0.56430
H -3.58183 1.05283 0.88566
H -1.65068 -0.45953 1.49154
```

natural (NBO) atomic charge list, values in e, 2 entries:
1 C 0.22
2 C 0.47


## 2
DFT (the ωB97M-V functional and the def2-TZVPD basis) results for a cluster of 2 separate species, C4H10N3 in total.

## Properties
Total charge: +1
Orbital gap (alpha / beta), eV: 8.8 / 8.8
HOMO level (alpha / beta), eV: -14.239 / -14.242
Molar mass, g mol⁻¹: 100.1

Geometry as XYZ:
```
17
C4H10N3 the ωB97M-V functional and the def2-TZVPD basis
C 0.27512 0.94961 -0.67936
C 0.31160 1.20267 -2.17614
C -0.48986 0.58288 1.99494
C 0.30519 -0.46768 1.24192
N -0.19177 -2.86567 -0.80720
N 0.11288 -1.94648 -1.40640
N 0.28946 -0.20186 -0.15031
H 0.28624 1.82333 0.02580
H -0.67639 1.71514 -2.34599
H 0.33717 0.22052 -2.63601
H 1.11484 1.75442 -2.46261
H -0.46117 0.27297 3.01499
H -0.23964 1.54168 1.80483
H -1.57074 0.44099 1.79460
H -0.24344 -1.35467 1.26244
H 1.33486 -0.47327 1.45053
H -0.49434 -3.19457 0.07397
```

natural (NBO) atomic charge list, values in e, 2 entries:
1 C 0.22
2 C -0.65


Energy ordering: 2 at the bottom, the next structure 0.752 eV above.


## 1
DFT (the ωB97M-V functional and the def2-TZVPD basis) results for a structure of composition C7H11NO.

## Properties
Orbital gap, eV: 10.0
HOMO level, eV: -9.059
Molar mass, g mol⁻¹: 125.2

Geometry as XYZ:
```
20
C7H11NO the ωB97M-V functional and the def2-TZVPD basis
C 2.71491 -0.73822 -0.03800
C 1.22281 -0.58805 0.03813
C 0.28474 -1.53892 -0.14010
C -1.03386 -0.90230 0.23434
C -2.49527 -0.58660 -0.20868
C -0.78433 0.53522 -0.14903
C 0.61986 0.78874 0.39580
H 3.16456 -0.55141 0.94129
H 3.01306 -1.73723 -0.37609
H 3.13249 0.00022 -0.73297
H 0.48725 -2.59587 -0.33403
H -1.13306 -0.91280 1.32826
H -2.66663 -0.66004 -1.29380
H -3.30127 -1.07945 0.34642
H -2.62095 1.54560 -0.36144
H -0.68537 0.56557 -1.25520
H 0.62252 0.93092 1.48738
H 1.31893 1.80059 -1.08345
N -2.17815 0.83119 0.22242
O 1.34279 1.88205 -0.12725
```

natural (NBO) atomic charge list, values in e, 2 entries:
1 C -0.64
2 C 0.01


## 2
DFT (the ωB97M-V functional and the def2-TZVPD basis) results for a cluster of 2 separate species, C7H11NO in total.

## Properties
Orbital gap, eV: 9.6
HOMO level, eV: -9.217
Molar mass, g mol⁻¹: 125.2
Structure (SMILES): [H]/N=C(/C=C)C(C)=O.C=C

Geometry as XYZ:
```
20
C7H11NO the ωB97M-V functional and the def2-TZVPD basis
H -1.96078 -1.21906 -0.86728
N -1.42199 -0.38012 -1.07977
C -0.54401 -0.10683 -0.16765
C 0.33511 1.07574 -0.39794
C 0.35490 1.70297 -1.57862
C -0.92950 -0.35990 1.29541
C -1.61285 0.77158 2.01269
O -0.85175 -1.47141 1.76095
H 0.80505 1.52759 0.47217
H 0.99781 2.54955 -1.77271
H -0.19584 1.28721 -2.40742
H -0.98992 1.63794 2.20409
H -2.50602 1.11705 1.48793
H -1.97733 0.43029 2.99654
C 1.18551 -1.80763 -0.73128
C 2.19054 -0.90613 -0.58327
H 0.97999 -2.25110 -1.69650
H 0.80587 -2.38770 0.09587
H 2.77597 -0.58901 -1.43603
H 2.55925 -0.62101 0.39283
```

natural (NBO) atomic charge list, values in e, 2 entries:
1 H 0.35
2 N -0.62


## 3
DFT (the ωB97M-V functional and the def2-TZVPD basis) results for an isolated molecule of C7H11NO.

## Properties
Orbital gap, eV: 9.2
HOMO level, eV: -8.283
Molar mass, g mol⁻¹: 125.2
Structure (SMILES): C=C1CN[C@@H]2C[C@]12OC

Geometry as XYZ:
```
20
C7H11NO the ωB97M-V functional and the def2-TZVPD basis
C -0.04386 2.13998 0.09626
C -0.48774 0.84526 0.24559
C -2.04278 0.67287 0.09485
N -2.14188 -0.79832 -0.43501
C -0.90756 -1.42982 -0.39865
C -0.00281 -1.60738 0.90027
C 0.31612 -0.43912 -0.11282
O 1.43157 -0.51703 -0.75427
C 2.48468 0.01028 0.00720
H -0.82706 2.75367 -0.25385
H 0.91982 2.62835 -0.42711
H -2.55595 0.61726 1.08095
H -2.65052 1.41345 -0.35445
H -2.27383 -0.82466 -1.38266
H -0.88286 -2.27431 -1.16760
H 0.77818 -2.48123 0.74234
H -0.15881 -1.44821 2.05702
H 2.68683 1.28743 0.13230
H 3.30441 0.01962 -0.97327
H 3.05404 -0.56809 0.90289
```

natural (NBO) atomic charge list, values in e, 2 entries:
1 C -0.43
2 C -0.01


Energy ordering: 1 at the bottom, the next structure 0.631 eV above.


## 1
DFT (the ωB97M-V functional and the def2-TZVPD basis) results for a cluster of 2 separate species, C4H5NS2 in total.

## Properties
Orbital gap (alpha / beta), eV: 7.7 / 7.7
HOMO level (alpha / beta), eV: -8.846 / -8.846
Molar mass, g mol⁻¹: 131.2

Geometry as XYZ:
```
12
C4H5NS2 the ωB97M-V functional and the def2-TZVPD basis
C 0.21615 -0.57743 -0.23910
C -0.37841 1.68944 -1.05054
C 0.20680 0.48197 -1.17585
C -0.13923 -1.80603 -0.11133
N 1.52094 0.01188 1.43051
S -1.31139 0.14093 2.62992
S 0.65174 0.08426 2.65713
H -0.24337 2.46562 -1.90803
H -0.76775 2.02392 -0.00966
H 0.76096 0.34132 -2.13379
H 0.10814 -2.35434 0.76131
H -0.62459 -2.50154 -0.85057
```

natural (NBO) atomic charge list, values in e, 2 entries:
1 C 0.27
2 C -0.28


## 2
DFT (the ωB97M-V functional and the def2-TZVPD basis) results for an isolated molecule of C4H5NS2.

## Properties
Orbital gap, eV: 8.3
HOMO level, eV: -8.911
Molar mass, g mol⁻¹: 131.2
Structure (SMILES): S=C1CCC(=S)N1

Geometry as XYZ:
```
12
C4H5NS2 the ωB97M-V functional and the def2-TZVPD basis
S 2.62421 -0.66499 0.03419
C 1.16422 0.08333 -0.03822
C 0.74534 1.54806 -0.06077
C -0.78029 1.53318 0.05082
C -1.16950 0.03843 0.02127
S -2.61448 -0.67481 0.00534
N 0.00978 -0.62443 -0.07664
H 1.18672 2.10036 -0.94610
H 1.19353 2.04448 0.80228
H -1.35287 2.05686 -0.72599
H -1.12424 2.03178 0.97265
H 0.11419 -1.64372 -0.03747
```

natural (NBO) atomic charge list, values in e, 2 entries:
1 S -0.07
2 C 0.12


Energy ordering: 2 at the bottom, the next structure 5.416 eV above.


## 1
DFT (the ωB97M-V functional and the def2-TZVPD basis) results for a cluster of 2 separate species, C5H12N2O3 in total.

## Properties
Orbital gap, eV: 10.1
HOMO level, eV: -9.908
Molar mass, g mol⁻¹: 148.2
Structure (SMILES): CC(C)NC(=O)NC=O.O

Geometry as XYZ:
```
22
C5H12N2O3 the ωB97M-V functional and the def2-TZVPD basis
C -0.70614 -2.26464 0.33023
C -1.55607 -0.99864 0.40922
C -2.48000 -0.99861 1.62118
N -0.71786 0.20225 0.43290
C -0.22455 0.73981 -0.71986
O -0.58499 0.40757 -1.83234
N 0.79412 1.67993 -0.49532
C 1.40939 2.53579 -1.44269
O 1.25500 2.50948 -2.64166
H -1.35217 -3.14980 0.25047
H -0.04508 -2.23803 -0.54650
H -0.08761 -2.36998 1.23424
H -2.16511 -0.92236 -0.50079
H -3.13173 -0.11499 1.62589
H -3.11597 -1.89350 1.60448
H -1.90026 -1.01280 2.55669
H -0.19643 0.35455 1.28977
H 1.00095 1.91715 0.46865
H 1.96771 3.34064 -0.92510
O 4.10417 0.65639 -1.25789
H 4.58187 1.00503 -0.49867
H 3.15076 0.61477 -0.96290
```

natural (NBO) atomic charge list, values in e, 2 entries:
1 C -0.62
2 C -0.05


## 2
DFT (the ωB97M-V functional and the def2-TZVPD basis) results for a cluster of 2 separate species, C5H12N2O3 in total.

## Properties
Orbital gap, eV: 9.7
HOMO level, eV: -9.124
Molar mass, g mol⁻¹: 148.2
Structure (SMILES): CN1C(=O)NC[C@@H]1CO.O

Geometry as XYZ:
```
22
C5H12N2O3 the ωB97M-V functional and the def2-TZVPD basis
C 0.90738 0.56483 2.34849
N 0.72917 1.78041 1.58029
C 1.81679 2.64158 1.31443
O 2.99680 2.39175 1.52853
N 1.29377 3.83668 0.91868
C -0.14640 3.77080 0.75234
C -0.52125 2.54502 1.60749
C -0.98757 2.95486 3.00103
O -1.81166 1.94344 3.53824
H 1.85961 0.10432 2.06022
H 0.92450 0.75317 3.43177
H 0.08559 -0.12514 2.12140
H 1.86562 4.46492 0.37229
H -0.41983 3.61089 -0.30186
H -0.63365 4.68770 1.10660
H -1.32296 1.95814 1.13557
H -0.10987 3.14401 3.64459
H -1.54827 3.90031 2.90382
H -2.02809 2.16061 4.44916
O 2.41775 1.95620 -1.91072
H 1.79054 1.52609 -1.26967
H 1.84460 2.38574 -2.55652
```

natural (NBO) atomic charge list, values in e, 2 entries:
1 C -0.41
2 N -0.47


Energy ordering: 1 at the bottom, the next structure 0.299 eV above.


## 1
DFT (the ωB97M-V functional and the def2-TZVPD basis) results for the ion C5H9NO with charge +1.

## Properties
Total charge: +1
2S+1: 2
Expectation value of S²: 0.7553
Orbital gap (alpha / beta), eV: 11.3 / 6.9
HOMO level (alpha / beta), eV: -15.037 / -14.917
Molar mass, g mol⁻¹: 99.1

Geometry as XYZ:
```
16
C5H9NO the ωB97M-V functional and the def2-TZVPD basis
N 0.60984 0.45214 -0.87767
C 0.71826 -0.95919 -1.04963
C -0.29843 -1.54671 -0.07029
C -0.58118 -0.43382 0.93700
C -0.37790 0.83601 0.07055
C 0.15063 2.05018 0.90946
O 0.34014 1.99196 2.07259
H 0.72462 1.09567 -1.66005
H 0.55659 -1.26608 -2.07748
H 1.75536 -1.23886 -0.83813
H -0.01808 -2.49153 0.38162
H -1.19873 -1.78648 -0.63787
H 0.17520 -0.41090 1.70877
H -1.61643 -0.47680 1.25302
H -1.25845 1.21011 -0.45946
H 0.31857 2.97431 0.33758
```

natural (NBO) atomic charge list, values in e, 2 entries:
1 N -0.17
2 C -0.28


## 2
DFT (the ωB97M-V functional and the def2-TZVPD basis) results for the ion C5H9NO with charge +1.

## Properties
Total charge: +1
2S+1: 2
Expectation value of S²: 0.7562
Orbital gap (alpha / beta), eV: 11.3 / 6.6
HOMO level (alpha / beta), eV: -15.412 / -15.037
Molar mass, g mol⁻¹: 99.1

Geometry as XYZ:
```
16
C5H9NO the ωB97M-V functional and the def2-TZVPD basis
N 0.30358 -1.32539 -0.12321
C 1.03673 -0.60413 0.92276
C 0.53230 0.87967 0.82769
C 0.23626 0.95557 -0.68657
C -0.45316 -0.39665 -0.88665
C -1.92617 -0.26384 -0.30428
O -2.80635 -0.20493 -1.07370
H 0.89424 -1.89613 -0.72608
H 2.12900 -0.70204 0.82597
H 0.83612 -1.01344 1.92423
H -0.40991 0.99309 1.38813
H 1.27936 1.54337 1.27590
H -0.35795 1.84220 -0.89974
H 1.13818 1.01190 -1.29670
H -0.54598 -0.57689 -1.97126
H -1.88624 -0.24234 0.80350
```

natural (NBO) atomic charge list, values in e, 2 entries:
1 N -0.27
2 C -0.28


Energy ordering: 1 at the bottom, the next structure 0.477 eV above.


## 1
DFT (the ωB97M-V functional and the def2-TZVPD basis) results for a structure of composition C3H3FOS.

## Properties
Orbital gap, eV: 10.4
HOMO level, eV: -10.777
Molar mass, g mol⁻¹: 106.1

Geometry as XYZ:
```
9
C3H3FOS the ωB97M-V functional and the def2-TZVPD basis
C 0.12359 0.87338 0.57563
C 0.94947 -0.12639 1.23332
C 1.63224 -0.95769 1.77679
H -1.47770 1.35529 -0.99780
H 2.24093 -1.68903 2.26212
H -1.38056 -0.40643 -2.34321
O 0.15395 2.04716 0.84393
F -1.30408 -1.26578 -2.67955
S -0.93784 0.16949 -0.67123
```

natural (NBO) atomic charge list, values in e, 2 entries:
1 C 0.37
2 C -0.16


## 2
DFT (the ωB97M-V functional and the def2-TZVPD basis) results for an isolated molecule of C3H3FOS.

## Properties
Orbital gap, eV: 8.3
HOMO level, eV: -9.326
Molar mass, g mol⁻¹: 106.1
Structure (SMILES): O=C[C@@H](F)C=S

Geometry as XYZ:
```
9
C3H3FOS the ωB97M-V functional and the def2-TZVPD basis
O -2.01836 -0.64807 0.10338
C -1.11611 -0.03702 0.62896
C -0.07354 0.46536 -0.32345
F 0.33181 1.71970 0.10302
C 1.10584 -0.43359 -0.40287
S 2.54245 -0.20089 0.31254
H -1.08615 0.05318 1.70878
H -0.58620 0.47377 -1.31726
H 0.90027 -1.39244 -0.81310
```

natural (NBO) atomic charge list, values in e, 2 entries:
1 O -0.49
2 C 0.40


Energy ordering: 2 at the bottom, the next structure 1.204 eV above.